No. 1
8
Properties=species:S:1:pos:R:3 method="wB97M-V/def2-TZVPD" e_lumo_ev=-0.08 homo_ev=-8.761
C -1.96354 0.33023 -0.32331
C -2.24957 -0.69355 0.20464
C 1.53248 0.68647 0.20656
S 2.79067 -0.31330 -0.04293
H -1.58467 1.23638 -0.67150
H 2.14342 -1.36828 -0.71337
H -2.59775 -1.60081 0.58581
H 1.92896 1.72286 0.75409

***

No. 2
8
Properties=species:S:1:pos:R:3 method="wB97M-V/def2-TZVPD" e_lumo_ev=0.05 homo_ev=-10.147
C 2.57006 0.99707 0.17387
C -1.32042 0.39683 -0.17593
C -0.49662 -0.56816 0.17359
S 3.14685 -0.38179 -0.06635
H -1.75413 0.62995 -1.21018
H -1.78210 0.95207 0.51856
H -0.27316 -0.84092 1.24409
H -0.09049 -1.18505 -0.65764

***

No. 3
8
Properties=species:S:1:pos:R:3 method="wB97M-V/def2-TZVPD" e_lumo_ev=0.89 homo_ev=-9.540
C 1.31932 -1.32378 1.61228
C 0.52006 -1.06334 0.65489
C -0.26721 -0.52558 -0.48337
S -0.56648 1.24322 -0.71743
H 1.73104 -1.96506 2.29824
H 0.33240 -0.76458 -1.32425
H -1.15882 -1.19292 -0.55935
H -1.27394 1.50723 0.36139

***

No. 4
9
Properties=species:S:1:pos:R:3 method="wB97M-V/def2-TZVPD" e_lumo_ev=-0.69 homo_ev=-8.675
C -0.68811 -1.46974 -0.51385
C 0.33778 -0.71183 -0.16683
C 0.09160 0.70238 0.52932
S -1.25432 1.12170 1.42003
S 1.38944 1.83517 0.26299
H -0.30500 -2.28555 -1.09674
H -1.78078 -1.28574 -0.59351
H 1.48053 -0.95331 -0.13838
H 0.72886 3.04693 0.29697

***

No. 5
9
Properties=species:S:1:pos:R:3 method="wB97M-V/def2-TZVPD" e_lumo_ev=-0.36 homo_ev=-7.868
C -0.49094 1.27347 -0.13517
S -1.09889 -0.17677 -0.95665
C -0.04855 -1.43261 -0.36696
C 1.07676 -1.17836 0.26828
S 2.36665 -0.82401 1.08380
H 0.39788 1.78480 -0.53857
H -0.29125 1.02506 0.91882
H -1.46595 1.89719 -0.17495
H -0.44571 -2.36877 -0.09860

***

No. 6
9
Properties=species:S:1:pos:R:3 method="wB97M-V/def2-TZVPD" e_lumo_ev="-0.36 / -0.39" homo_ev="-7.716 / -7.457"
C 0.78364 0.06940 -2.05660
C 0.23750 0.66409 0.85400
C -0.96950 -0.12671 1.17898
S 0.20247 -0.53340 -3.35884
S 1.68880 0.93807 1.41225
H 1.79437 0.14447 -1.59852
H -0.69111 -1.13361 0.78159
H -1.79966 0.23238 0.54625
H -1.24650 -0.25469 2.24088

***

No. 7
9
Properties=species:S:1:pos:R:3 method="wB97M-V/def2-TZVPD" e_lumo_ev=0.01 homo_ev=-9.228
C -1.87361 -0.12887 -0.20939
C -0.74103 -0.29674 0.26308
C 0.67169 -0.23142 0.47950
S 1.35889 1.74785 0.12106
S 1.63462 -1.32096 -0.69794
H -2.81405 -0.11170 -0.47387
H 0.97818 -0.44349 1.58812
H 0.28465 2.51110 0.21281
H 0.50066 -1.72577 -1.28337

***

No. 8
9
Properties=species:S:1:pos:R:3 method="wB97M-V/def2-TZVPD" s2=2.026 e_lumo_ev="0.06 / -2.67" homo_ev="-7.967 / -8.909" multiplicity=3
C -0.27498 1.12136 -0.76024
C -0.52450 -0.41751 -0.08810
C 0.61287 -0.79814 0.80186
S 0.45380 2.79200 -0.77626
S -1.98941 -1.16394 -0.33072
H -1.08195 1.29546 -1.54460
H 0.42827 -1.83290 1.35057
H 1.07014 -0.05198 1.37655
H 1.30577 -0.94436 -0.02905

***

No. 9
10
Properties=species:S:1:pos:R:3 method="wB97M-V/def2-TZVPD" e_lumo_ev=-0.18 homo_ev=-8.789
C 0.27245 0.24529 0.17340
C -0.26155 -1.18148 -0.19437
C -1.17320 0.92009 -0.10523
H 2.62751 0.25890 0.23026
H 0.33958 0.21648 1.23818
H -0.08456 -1.90569 0.61118
H 0.14049 -1.48288 -1.10319
S 1.74568 1.02646 -0.36275
S -1.98058 -0.56627 -0.30842
S -1.62580 2.46909 -0.17906

***

No. 10
8
Properties=species:S:1:pos:R:3 method="wB97M-V/def2-TZVPD" e_lumo_ev=-0.59 homo_ev=-8.425
C 0.31100 -0.50656 0.35761
C -0.89224 0.52025 0.47097
C -0.85807 -0.18334 -0.60404
Si 2.11926 -0.41969 -0.10317
H -0.00389 -1.44627 0.84545
H -1.33529 1.44037 0.89994
H -1.31302 -0.51315 -1.54745
H 1.97225 1.10840 -0.31931

***

Per-record relative energy (zero: lowest compared OMol25 entry of this formula, charge and spin), kcal/mol: 97.0, 48.5, 29.0, 30.5, 28.6, 97.1, 64.1, 25.3, 28.0, 36.3